Density functional theory data (ωB97M-V with the def2-TZVPD basis set) for a single C5H5NO2 molecule at a distorted geometry.

Output
Gap between HOMO and LUMO, eV: 9.8129
Energy, Ha: -398.59820
E_HOMO, eV: -9.07
ΔE to the lowest compared entry with this formula, charge and spin, kJ/mol: 473.3
Lowest unoccupied orbital energy, eV: 0.75
SMILES: C1=C[C@H]2ON=C[C@H]2O1

Cartesian coordinates (Å):
H: 0.8555 2.2481 -0.5415
C: 1.5004 0.1005 -0.5539
H: 2.5808 0.0442 -0.8248
C: 0.8504 1.2494 -0.3418
N: -2.0037 -0.1582 -0.6902
C: -0.3597 0.7510 0.4673
C: -0.1933 -0.7933 0.6087
C: -1.1913 -1.1981 -0.2935
H: -0.0633 1.2428 1.5453
O: 1.1161 -1.0743 -0.1139
H: -1.4006 -2.1643 -0.7004
H: -0.0400 -1.1961 1.4951
O: -1.6513 0.9481 -0.0566